No. 1
Entry from the OMol25 dataset: a molecular structure, C28H46F20MgN3O25S6 (ωB97M-V with the def2-TZVPD basis set).

Calculated values
Maximum force ... 4.42 eV/A
Frontier orbital gap ... 0.2101 Ha
Electronic energy ... -7726.1377 Eh

```
! wB97M-V def2-TZVPD RIJCOSX def2/J DEFGRID3
* xyz -1 1
Mg 2.82766 -0.16299 -0.09129
C 4.62984 3.52222 0.64476
F 4.48086 4.62451 1.33757
F 4.02933 2.48930 1.21085
F 4.11525 3.71679 -0.57552
S 6.42070 3.02064 0.45721
O 7.26598 4.10681 0.87553
O 6.55860 1.79273 1.21128
N 6.53472 2.46438 -1.20064
S 7.00458 3.76758 -2.00592
O 6.68530 3.72745 -3.42346
O 6.59195 5.03961 -1.43679
C 8.96034 3.72068 -1.93053
F 9.39329 2.84747 -1.03883
F 9.34386 3.23850 -3.11974
F 9.37894 4.95631 -1.74304
C -1.14436 -1.32366 -1.06303
F -2.40902 -1.16367 -0.81229
F -0.75573 -2.57296 -1.00130
F -0.83257 -0.85614 -2.25942
S -0.16630 -0.41140 0.31308
O -1.06905 0.34613 1.14100
O 0.45484 -1.48398 1.09073
N 1.11147 0.40636 -0.53496
S 0.44780 1.83499 -1.00291
O -0.96226 1.80454 -1.31333
O 0.83670 2.95686 -0.17763
C 1.21099 2.08925 -2.74587
F 2.34144 2.75980 -2.54027
F 1.54103 0.91171 -3.27434
F 0.40966 2.75812 -3.52027
C 4.76192 3.05237 6.59567
F 3.81937 2.79930 7.49434
F 5.36425 4.17525 6.94836
F 5.63526 2.05224 6.64708
S 3.90763 3.12072 4.86615
O 3.32476 4.42786 4.75634
O 4.98985 2.80088 3.94750
N 2.86814 1.77566 4.89158
S 1.38676 2.19673 5.35563
O 0.64246 0.98410 5.63750
O 1.28093 3.15748 6.42711
C 0.61317 2.95867 3.75260
F 0.07897 1.89535 3.12163
F -0.32045 3.82248 4.10591
F 1.49486 3.47068 2.92070
C -2.97001 5.21990 -2.44243
C -1.96542 5.66648 -3.50262
O -2.27888 4.80102 -4.58740
C -3.07784 3.78742 -4.19239
O -3.44416 2.89245 -4.87594
O -3.32930 3.93013 -2.87156
F -0.72594 5.35708 -3.02692
H -3.93318 5.73985 -2.54784
H -2.62758 5.21014 -1.41149
H -2.05811 6.73366 -3.69234
C -4.71867 -0.51062 -5.12984
C -3.43606 -1.25686 -5.43295
O -3.85189 -2.54611 -5.75417
C -5.15909 -2.70554 -5.43707
O -5.84049 -3.64329 -5.66279
O -5.60870 -1.55258 -4.83686
F -2.72154 -1.35753 -4.25230
H -4.99473 0.11955 -5.97996
H -4.39765 0.19343 -4.35977
H -2.78227 -0.83481 -6.19446
C -2.09377 -3.72166 2.19202
C -3.02735 -3.24636 3.26788
C -4.13896 -2.57860 2.44195
O -4.21412 -3.34479 1.23946
C -3.01965 -4.10357 1.04005
H -1.51419 -4.58142 2.51764
H -1.57246 -2.85794 1.78564
H -2.55087 -2.55165 3.95962
H -3.45649 -4.07260 3.83854
H -3.88766 -1.54435 2.18693
H -5.03556 -2.55043 3.06176
H -2.55696 -3.98985 0.05870
H -3.31073 -5.15903 1.11424
C 1.39662 -5.70871 2.81367
C 2.25714 -6.83618 2.19714
C 2.69322 -6.27637 0.81192
O 2.07075 -4.99560 0.66264
C 1.00645 -4.92813 1.59034
H 2.00015 -4.99772 3.38316
H 0.53590 -5.98376 3.41777
H 1.58755 -7.69301 2.18960
H 3.11781 -6.92984 2.85605
H 2.24574 -6.85481 -0.00551
H 3.77185 -6.23633 0.67526
H 0.09150 -5.23003 1.05675
H 0.75844 -3.88140 1.79302
C -6.54496 0.99545 0.35420
C -5.05021 0.93918 -0.02266
C -4.47321 2.25401 0.37647
O -5.56611 3.15928 0.12668
C -6.82847 2.49795 0.28113
H -6.71797 0.60351 1.35582
H -7.09553 0.42940 -0.39481
H -4.90882 0.70915 -1.08038
H -4.67697 0.06627 0.52234
H -3.63951 2.56690 -0.24913
H -4.16586 2.22534 1.42692
H -7.34607 2.62504 -0.67031
H -7.42385 2.76714 1.15246
C 2.47025 -2.58861 -1.97453
O 2.54146 -2.13598 -0.57926
H 3.15968 -1.94789 -2.52032
H 2.73147 -3.63717 -2.07991
H 1.45360 -2.43631 -2.33139
H 2.39641 -2.94972 -0.05922
C -5.76031 -2.71555 -1.66438
O -6.45300 -3.64445 -2.48991
H -4.68787 -2.85728 -1.81781
H -5.99754 -1.67476 -1.89532
H -5.96459 -2.82309 -0.59841
H -5.84082 -4.29948 -2.82497
C 4.83382 1.27135 -4.50758
O 5.44270 0.56936 -3.43211
H 4.72536 2.32982 -4.27630
H 5.28105 1.15242 -5.49531
H 3.78261 0.95863 -4.58870
H 5.34210 -0.35504 -3.68203
C 1.09050 -2.07588 5.13784
O 1.60425 -1.50221 3.95609
H 1.55767 -1.59359 5.99525
H 0.03157 -1.85527 5.31539
H 1.25713 -3.15857 5.12811
H 1.12343 -1.87675 3.21217
*
```

=====

No. 2
Entry from the OMol25 dataset: 6 unconnected molecules or ions with the total composition C28H46FN5O5 (ωB97M-V with the def2-TZVPD basis set).

Calculated values
Maximum force ... 10.17 eV/A
Frontier orbital gap ... 0.3899 Ha
Electronic energy ... -1843.9683 Eh
SMILES ... O=COCCCC[C@H]1OC(=O)O[C@@H]1F.CCCC#N.CCCC#N.CCCC#N.CCCC#N.CCCC#N

```
! wB97M-V def2-TZVPD RIJCOSX def2/J DEFGRID3
* xyz 0 1
O 0.64526 7.35334 -3.61685
C 1.17918 7.14695 -2.40958
O 2.48255 6.52848 -2.12056
C 2.43675 5.06171 -2.26825
C 1.40945 4.29549 -1.24566
C 0.70988 3.00817 -1.99403
C -0.42551 3.40132 -3.11037
C -1.53259 4.52640 -2.56541
O -2.55567 5.00995 -3.50982
C -3.36769 5.91065 -2.64822
O -3.84595 7.13715 -2.94345
O -3.52508 5.14497 -1.38081
C -2.58865 3.99522 -1.38299
F -2.08695 3.95233 0.01037
H 0.51331 7.43951 -1.46799
H 3.53345 4.67538 -1.99677
H 2.26319 4.71553 -3.39742
H 2.07931 3.89674 -0.34169
H 0.59165 4.97664 -0.75654
H 1.57708 2.38542 -2.51227
H 0.16295 2.35834 -1.16177
H -1.07215 2.41323 -3.28542
H 0.01318 3.68523 -4.17018
H -1.04766 5.49276 -2.11812
H -3.19250 3.02206 -1.64150
C -0.62765 0.30097 -6.20217
C 0.76003 0.73569 -6.66280
C 1.88280 -0.08433 -6.02455
C 1.84225 0.07813 -4.51378
N 1.80862 0.21287 -3.26048
H -0.75948 0.44444 -5.12502
H -1.39811 0.89408 -6.70488
H -0.80495 -0.75559 -6.43388
H 0.89505 1.79840 -6.42697
H 0.81966 0.63743 -7.75231
H 2.85487 0.25614 -6.39668
H 1.77555 -1.14504 -6.27606
C 2.55733 1.07436 3.60955
C 2.62428 2.52649 4.07179
C 2.13883 3.51259 3.00767
C 3.00892 3.39821 1.76657
N 3.73068 3.30331 0.73696
H 3.20869 0.89369 2.74856
H 2.88597 0.40493 4.41077
H 1.53369 0.79768 3.33199
H 3.65809 2.76164 4.35311
H 2.01132 2.64118 4.97255
H 2.19343 4.53672 3.39173
H 1.09740 3.30617 2.73809
C -0.32687 -3.45483 5.94312
C 1.16845 -3.20808 5.77006
C 1.67452 -2.02078 6.59142
C 0.95900 -0.75257 6.15538
N 0.36541 0.29952 5.79369
H -0.92021 -2.60429 5.59279
H -0.63773 -4.32844 5.36150
H -0.57510 -3.63902 6.99474
H 1.37954 -3.04188 4.70657
H 1.71426 -4.10948 6.06976
H 2.75228 -1.89416 6.44403
H 1.49509 -2.18697 7.65915
C 0.63494 -7.78652 6.00264
C 1.59497 -8.17988 7.12087
C 1.11360 -7.73362 8.50273
C 0.98406 -6.21951 8.53708
N 0.87656 -4.96346 8.56560
H 0.53260 -6.69972 5.92129
H 1.00468 -8.15035 5.03878
H -0.35977 -8.21525 6.17049
H 2.58007 -7.74512 6.91162
H 1.71630 -9.26869 7.11829
H 1.82794 -8.05072 9.26986
H 0.14268 -8.18388 8.73606
C -5.55349 -2.34057 -7.25687
C -5.27236 -2.67521 -5.79544
C -4.05241 -1.93772 -5.24024
C -2.81434 -2.32370 -6.03314
N -1.78727 -2.64386 -6.69091
H -4.72754 -2.64507 -7.90749
H -6.44896 -2.86708 -7.60187
H -5.71805 -1.26492 -7.38852
H -5.12703 -3.75838 -5.70143
H -6.15161 -2.41496 -5.19591
H -3.90152 -2.20033 -4.18781
H -4.19679 -0.85367 -5.30232
*
```